Computed, not measured: a 13-piece molecular cluster, C50H113N3O21S8 overall at a distorted geometry, with ωB97M-V/def2-TZVPD.

Last column: Löwdin charge in e.
Atoms and positions in Å:
1 C -4.8221 1.3458 1.9470  -0.0504
2 C -5.8998 0.5447 2.6815  -0.4739
3 C -6.7470 1.4244 3.5790  -0.0485
4 O -6.7716 0.0658 1.6436  -0.0836
5 H -3.9348 1.4135 2.5955  0.0541
6 H -5.1882 2.3336 1.6801  0.0865
7 H -4.3961 0.7896 1.1094  0.0618
8 H -5.4413 -0.2748 3.2483  0.1201
9 H -7.6489 0.9171 3.9112  0.0781
10 H -7.0677 2.2973 3.0054  0.0812
11 H -6.0939 1.7930 4.3743  0.0825
12 H -6.2057 -0.1431 0.8839  0.0194
13 C 1.1036 6.0378 -2.1334  -0.0429
14 C 2.5853 6.3101 -1.9365  -0.4829
15 C 3.2340 5.2135 -1.0843  -0.0584
16 O 3.2784 6.3840 -3.1791  -0.0497
17 H 0.6363 6.7086 -2.8532  0.0854
18 H 0.6510 6.3283 -1.1791  0.0820
19 H 0.9392 4.9823 -2.3371  0.0590
20 H 2.7528 7.2357 -1.3743  0.1324
21 H 2.9663 5.2529 -0.0255  0.0811
22 H 4.3196 5.3236 -1.1553  0.0807
23 H 2.9744 4.1970 -1.3960  0.0568
24 H 4.1564 6.0014 -3.1059  0.0797
25 C 1.3217 -3.3159 -3.7953  -0.0402
26 C 2.3746 -3.8389 -2.8222  -0.4216
27 C 2.3650 -5.3561 -2.7537  -0.2436
28 O 1.1257 -5.8842 -2.4003  -0.1823
29 C 0.9370 -7.2351 -2.6934  -0.1160
30 N 3.7327 -3.4744 -3.2445  0.0444
31 H 1.2436 -3.9506 -4.6850  0.0869
32 H 1.5305 -2.2996 -4.1259  0.0777
33 H 0.3261 -3.3989 -3.3520  0.0571
34 H 2.2408 -3.3985 -1.8304  0.1231
35 H 3.1397 -5.6182 -2.0080  0.1184
36 H 2.7977 -5.7778 -3.6741  0.1255
37 H 1.3026 -7.9252 -1.9175  0.0860
38 H 1.5197 -7.5383 -3.5773  0.0865
39 H -0.1083 -7.4506 -2.9062  0.0888
40 H 3.8437 -2.4672 -3.1626  0.0160
41 H 3.9167 -3.7515 -4.2006  0.0724
42 C -6.1745 -0.6151 -3.5980  -0.0528
43 C -5.7145 -1.1957 -2.2693  -0.3956
44 C -4.2195 -1.3117 -2.1568  -0.1754
45 O -3.6892 -1.6701 -3.4316  -0.1973
46 C -2.2965 -1.5588 -3.5260  -0.1068
47 N -6.2297 -0.3993 -1.1236  0.0448
48 H -5.9330 -1.2977 -4.4152  0.0782
49 H -5.5601 0.2632 -3.8319  0.0643
50 H -7.2271 -0.3518 -3.6682  0.0854
51 H -6.2446 -2.1524 -2.2247  0.1374
52 H -3.9148 -2.0543 -1.4099  0.1223
53 H -3.7653 -0.3352 -1.9350  0.1137
54 H -1.9259 -0.5644 -3.2596  0.0699
55 H -2.0002 -1.7545 -4.5597  0.0934
56 H -1.8099 -2.3781 -2.9750  0.0704
57 H -6.6815 0.4386 -1.4979  0.0404
58 H -7.0868 -0.8508 -0.8005  0.0850
59 C -0.6608 -5.8574 3.8383  -0.0476
60 C -0.6569 -6.5183 2.4603  -0.4348
61 C -0.3276 -5.5965 1.3131  -0.1840
62 O -1.5107 -4.8183 1.1189  -0.1856
63 C -1.5916 -4.1165 -0.1100  -0.0838
64 N 0.2952 -7.6442 2.4548  0.0386
65 H -0.9081 -6.6148 4.5886  0.0766
66 H -1.5157 -5.1833 3.9049  0.0722
67 H 0.3020 -5.3958 4.0507  0.0733
68 H -1.6924 -6.8582 2.3302  0.1383
69 H -0.1549 -6.1655 0.3898  0.1217
70 H 0.5228 -4.9357 1.4984  0.1008
71 H -1.4611 -3.0418 0.0537  0.0673
72 H -2.5993 -4.2581 -0.5065  0.0876
73 H -0.8513 -4.4834 -0.8213  0.0771
74 H 0.0354 -8.3111 3.1731  0.0691
75 H 0.1953 -8.1444 1.5769  0.0672
76 C -1.8265 -1.8963 4.4758  -0.1867
77 C -1.8607 -2.0998 5.9944  -0.2197
78 C -1.3194 -0.8721 6.7001  -0.2022
79 S -1.8504 0.5314 5.6796  0.6597
80 O -0.7007 1.3759 5.4258  -0.3423
81 O -3.0531 1.1233 6.1636  -0.2977
82 C -2.2191 -0.4347 4.2074  -0.2162
83 H -2.4158 -2.5983 3.8980  0.1129
84 H -0.7713 -1.9532 4.1760  0.1118
85 H -1.2977 -2.9683 6.3376  0.1134
86 H -2.9041 -2.2901 6.2750  0.1200
87 H -0.2476 -0.8337 6.4750  0.0794
88 H -1.5353 -0.6399 7.7359  0.1107
89 H -1.8059 0.0866 3.3452  0.0720
90 H -3.3004 -0.3741 4.0575  0.0837
91 C 2.0522 3.2110 -4.5092  -0.2144
92 C 2.0594 4.1531 -5.7422  -0.2136
93 C 1.3605 3.4182 -6.8714  -0.2181
94 S 0.2548 2.1980 -6.1255  0.6609
95 O 0.6764 0.8402 -6.3155  -0.3099
96 O -1.1017 2.6143 -6.3563  -0.3283
97 C 0.6588 2.6336 -4.4429  -0.2321
98 H 2.3995 3.7889 -3.6599  0.0828
99 H 2.7941 2.4893 -4.8705  0.1142
100 H 3.0722 4.4914 -5.9433  0.1169
101 H 1.4744 5.0441 -5.4886  0.1131
102 H 2.0605 2.9019 -7.5362  0.1061
103 H 0.7819 4.0002 -7.5871  0.1015
104 H 0.5372 1.8204 -3.7311  0.0982
105 H -0.0144 3.4574 -4.1859  0.0956
106 C 2.6415 1.9522 3.2644  -0.2119
107 C 2.7456 2.4530 4.7322  -0.2120
108 C 3.2589 1.3802 5.6723  -0.1868
109 S 3.0046 -0.1619 4.7578  0.6850
110 O 2.0900 -1.0154 5.4725  -0.3179
111 O 4.2770 -0.5719 4.2063  -0.3161
112 C 2.1298 0.5277 3.3648  -0.2449
113 H 3.6928 1.8614 2.9544  0.1182
114 H 2.1581 2.6572 2.5987  0.0988
115 H 1.7587 2.8388 5.0101  0.1049
116 H 3.2965 3.3974 4.6863  0.1155
117 H 2.6320 1.3028 6.5567  0.1051
118 H 4.3090 1.4572 5.9391  0.1056
119 H 1.0518 0.4993 3.5655  0.1017
120 H 2.2253 -0.1343 2.5072  0.0647
121 C 3.1930 -5.4201 2.0878  -0.2189
122 C 4.4245 -5.0162 2.8666  -0.2119
123 C 4.2844 -3.5174 3.1537  -0.2054
124 S 3.2686 -2.8016 1.8020  0.6740
125 O 4.0869 -1.9325 0.9838  -0.3362
126 O 1.9236 -2.4576 2.1929  -0.3173
127 C 3.2022 -4.3987 0.9634  -0.2372
128 H 2.3144 -5.3069 2.7308  0.0944
129 H 3.1095 -6.4639 1.7872  0.1180
130 H 5.3956 -5.1452 2.3840  0.1177
131 H 4.5420 -5.5138 3.8329  0.1199
132 H 5.2310 -2.9881 3.1596  0.0995
133 H 3.6950 -3.2842 4.0417  0.0943
134 H 4.0867 -4.5308 0.3398  0.1119
135 H 2.3361 -4.3471 0.3005  0.0834
136 C 7.4998 -1.6265 -3.2891  -0.2278
137 C 7.7304 -0.4441 -2.3723  -0.2271
138 C 6.3653 0.0969 -2.0094  -0.2117
139 S 5.4178 0.0171 -3.5596  0.6820
140 O 5.4712 1.3297 -4.1438  -0.3208
141 O 4.1386 -0.5896 -3.2970  -0.3440
142 C 6.5270 -1.1866 -4.3499  -0.2097
143 H 7.1328 -2.4667 -2.6849  0.1231
144 H 8.4020 -2.1162 -3.6652  0.1210
145 H 8.3383 0.3344 -2.8403  0.1224
146 H 8.2612 -0.7108 -1.4556  0.1207
147 H 6.3976 1.1189 -1.6416  0.1060
148 H 5.7682 -0.5123 -1.3277  0.1020
149 H 6.9777 -0.6079 -5.1597  0.1073
150 H 5.9533 -1.9863 -4.8131  0.0995
151 C -1.6711 6.3336 3.2848  -0.2193
152 C -1.5616 4.8735 2.7687  -0.2088
153 C -1.6967 3.8764 3.9121  -0.2216
154 S -2.5367 4.7578 5.2593  0.6567
155 O -1.6372 4.8516 6.3766  -0.3187
156 O -3.8693 4.2724 5.4472  -0.3132
157 C -2.6733 6.3716 4.4160  -0.2109
158 H -2.0389 6.8722 2.4112  0.1091
159 H -0.6904 6.7298 3.5510  0.1118
160 H -0.7783 4.6624 2.0440  0.0995
161 H -2.4769 4.7242 2.1733  0.1140
162 H -0.7141 3.6247 4.3052  0.0766
163 H -2.3240 2.9924 3.8319  0.0799
164 H -2.5419 7.1255 5.1840  0.1034
165 H -3.6749 6.3341 3.9910  0.1040
166 C -3.4217 2.8255 -3.2351  -0.2063
167 C -4.4365 3.1316 -4.3430  -0.1930
168 C -5.5723 3.9406 -3.7319  -0.2313
169 S -5.6536 3.6225 -1.9824  0.6636
170 O -6.4416 2.4221 -1.8146  -0.3303
171 O -5.9868 4.7928 -1.2397  -0.3047
172 C -3.9661 3.0306 -1.8111  -0.2098
173 H -2.5215 3.4493 -3.2933  0.1005
174 H -2.8879 1.8724 -3.2910  0.0938
175 H -4.8667 2.2163 -4.7551  0.1010
176 H -3.9183 3.6172 -5.1654  0.1110
177 H -6.5709 3.8900 -4.1599  0.1097
178 H -5.2959 4.9944 -3.8686  0.1075
179 H -4.0086 2.1127 -1.2290  0.0821
180 H -3.3291 3.7446 -1.2926  0.0998
181 C 1.6233 -0.1596 -0.8174  -0.2042
182 C 1.9429 1.2172 -0.1765  -0.1559
183 C 0.6254 1.8518 0.3037  -0.2144
184 S -0.7068 0.7161 -0.0982  0.6667
185 O -1.0885 1.0555 -1.4529  -0.3268
186 O -1.6277 0.4894 0.9831  -0.3123
187 C 0.3348 -0.7425 -0.2870  -0.2091
188 H 2.5043 -0.7529 -0.5633  0.0874
189 H 1.5799 -0.1607 -1.9078  0.1074
190 H 2.4009 1.8775 -0.9094  0.1012
191 H 2.5996 1.0697 0.6748  0.0900
192 H 0.2903 2.8307 -0.0443  0.0973
193 H 0.5384 1.9668 1.3892  0.0730
194 H -0.3366 -1.4133 -0.8222  0.0847
195 H 0.4420 -1.1683 0.7157  0.0871

Forces on the atoms, in the same order (eV/Å):
1.10 -0.50 1.27
-0.60 0.62 -1.51
0.66 0.30 -0.26
0.11 -0.50 0.57
-0.21 0.56 0.09
0.07 0.00 -0.24
-0.45 0.09 -0.31
-0.14 -0.15 -0.06
0.17 -0.14 0.35
-0.02 -0.05 -0.06
-0.42 -0.09 0.35
-0.24 -0.01 -0.14
0.30 0.86 0.66
0.77 -0.75 0.48
0.03 -0.22 0.20
-0.53 0.08 -0.49
0.17 -0.25 -0.33
-0.23 -0.44 0.00
-0.25 0.05 -0.19
-0.25 0.22 -0.28
-0.05 0.30 -0.05
0.01 -0.08 0.18
0.00 0.13 -0.33
-0.02 0.04 0.17
-0.63 -0.46 0.12
0.27 0.06 -1.14
1.47 -0.06 0.99
-0.71 0.35 -0.09
0.69 -0.98 -0.50
0.20 -0.01 0.65
0.36 0.03 -0.03
-0.09 0.09 0.18
-0.02 0.32 0.06
-0.15 -0.09 0.02
-0.23 -0.11 0.09
-0.60 0.08 -0.30
-0.18 0.34 0.28
-0.19 0.23 -0.10
-0.09 0.22 0.19
0.03 -0.26 -0.22
-0.20 0.06 -0.09
1.23 0.34 -0.85
-1.84 0.13 0.14
0.90 0.13 -0.95
-0.33 -0.24 -0.15
0.23 -0.64 -0.45
-0.99 -0.13 -0.26
-0.15 -0.13 0.09
-0.30 0.19 0.11
-0.07 -0.06 0.39
0.67 -0.37 0.23
-0.03 0.15 0.18
-0.32 0.01 0.51
0.02 -0.11 0.33
-0.27 0.18 -0.08
0.13 0.37 0.45
0.89 0.30 0.14
0.37 -0.41 0.27
-0.43 -0.40 -0.30
0.04 -0.60 0.76
-1.11 0.55 -0.42
0.12 0.05 -0.01
-0.14 0.03 0.36
-0.08 0.10 -0.14
0.41 -0.08 0.03
0.38 0.49 -0.13
-0.12 0.20 0.21
0.07 -0.03 -0.41
0.25 -0.11 0.10
0.09 -0.10 0.14
0.14 -0.05 0.00
0.08 -0.06 -0.11
0.03 0.02 -0.18
0.07 0.07 0.09
0.10 -0.01 -0.01
1.82 1.22 0.07
-1.31 -0.64 0.68
0.73 0.89 -1.51
0.58 -0.94 -0.35
0.12 0.03 -0.02
-0.73 0.43 0.42
-1.16 0.00 -0.17
-0.07 -0.09 0.07
-0.13 -0.47 -0.18
0.03 -0.09 -0.29
0.08 0.11 0.18
0.09 -0.08 0.57
-0.17 -0.35 0.08
0.43 -0.35 0.00
-0.01 0.14 0.31
0.90 0.25 -1.90
-1.00 0.75 0.86
0.60 -0.57 -1.34
0.03 0.56 1.38
0.11 -0.21 -0.68
-0.38 -0.23 -0.49
0.23 0.80 0.68
-0.04 -0.36 0.28
-0.02 -0.51 1.07
-0.01 -0.13 -0.34
0.09 0.05 -0.08
0.09 -0.34 0.42
-0.28 0.31 0.47
-0.17 -0.24 -0.28
-0.19 -0.20 0.07
1.87 -0.77 0.96
-1.04 1.84 -1.09
-0.42 -0.24 -0.13
-0.72 0.95 -0.92
0.64 -0.59 0.24
0.12 -0.66 0.58
-1.55 0.34 -0.39
-0.15 0.16 -0.44
-0.37 -0.12 0.07
-0.11 -0.64 0.36
0.60 -0.38 0.41
0.12 0.01 0.11
0.04 -0.04 -0.09
0.11 0.13 0.48
0.63 0.06 0.03
-0.30 -0.07 -0.02
0.59 0.38 1.22
-0.79 0.87 0.15
1.81 -2.35 -0.88
-0.44 0.74 0.21
0.05 0.42 0.30
-0.91 0.04 -0.59
0.04 0.27 -0.03
0.45 0.07 -0.31
-0.32 -0.31 -0.55
-0.25 -0.15 -0.09
-0.09 0.20 0.13
0.29 -0.15 0.20
0.09 0.27 0.06
-0.09 -0.25 0.12
0.47 -1.16 0.65
0.56 0.14 0.73
-0.67 0.05 -0.34
0.75 0.15 1.50
0.00 -0.04 -0.77
-0.41 0.11 -0.18
-0.39 0.40 -0.97
-0.71 0.31 -0.07
0.16 0.71 -0.46
-0.15 0.00 -0.18
0.02 -0.18 -0.12
-0.18 0.09 -0.17
0.39 -0.19 0.16
0.28 -0.09 0.10
-0.20 0.03 0.19
0.78 -0.28 -0.74
-2.20 -0.52 -0.40
0.64 0.49 0.90
0.42 0.65 -0.43
0.17 0.16 0.21
-0.40 -0.35 0.05
0.03 -1.02 -0.06
0.11 0.48 0.25
-0.06 0.03 0.18
0.47 0.16 0.41
0.12 0.11 -0.07
-0.15 -0.30 0.21
0.21 -0.09 -0.72
-0.06 0.21 -0.14
-0.14 0.31 0.27
1.55 -0.08 0.59
-0.47 -1.23 0.11
0.56 1.92 -0.61
0.30 -1.67 -0.55
-0.44 0.34 -0.08
0.07 0.66 0.36
0.35 0.28 -0.07
-0.44 0.55 -0.35
-0.81 -0.39 -0.26
0.24 -0.12 0.09
-0.26 0.27 -0.02
0.01 -0.59 0.01
-0.12 0.03 0.49
-0.21 0.00 0.02
-0.31 0.14 0.19
0.94 -0.79 -0.72
-1.32 0.34 -0.41
-0.86 0.29 1.33
1.72 -1.12 -0.61
-0.91 0.36 0.10
-0.55 0.62 -0.13
-0.67 0.72 1.57
-0.31 -0.48 -0.12
0.08 0.48 0.01
0.28 -0.11 0.05
0.13 0.12 -0.05
0.41 -0.09 -0.62
0.34 -0.28 0.02
0.66 -0.09 -0.69
0.11 0.07 0.00

Results
- 2S+1: 1
- E_tot: -187826.9008 eV
- Relative energy (zero: lowest compared OMol25 entry of this formula, charge and spin): 0.0 kcal per mole
- Frontier orbital gap: 9.08 eV
- Largest force on an atom: 3.099 eV/A